96
Properties=species:S:1:pos:R:3 method="wB97M-V/def2-TZVPD" largest_force_ev_per_a=9.06 charge=+2 total_energy_ha=-3721.5263 relative_energy_kj_mol=477.9 lumo_ha="-0.2717 / -0.2717" orbital_gap_ev="4.455 / 4.454"
P -1.6084 1.7671 -6.1827
C -2.5223 2.8402 -5.0548
C -2.2936 4.0986 -5.6788
H -1.4313 4.2026 -6.3484
C -3.2678 5.0903 -5.6795
H -3.1309 5.9470 -6.3244
C -4.4026 4.9308 -4.8759
H -5.1662 5.7154 -4.8861
C -4.5231 3.7975 -4.0681
H -5.3982 3.7339 -3.4173
C -3.5765 2.7486 -4.1191
H -3.6912 1.9135 -3.4288
C 0.1483 1.8293 -5.7152
C 0.8228 2.8025 -4.9585
H 0.2989 3.4260 -4.2357
C 2.1991 2.9989 -5.1620
H 2.7130 3.8045 -4.6495
C 2.9251 2.2171 -6.0595
H 3.9836 2.4154 -6.2634
C 2.2817 1.1489 -6.6857
H 2.8131 0.5240 -7.3889
C 0.9303 0.9054 -6.4473
H 0.4406 0.0627 -6.9426
C -2.2554 0.0564 -5.8518
C -3.0778 0.0163 -6.9982
H -3.2352 0.9607 -7.5523
C -3.5372 -1.1564 -7.5770
H -4.0514 -1.0890 -8.5263
C -3.3155 -2.3659 -6.9008
H -3.7029 -3.2869 -7.3503
C -2.6256 -2.3594 -5.6857
H -2.5135 -3.3144 -5.1612
C -2.0619 -1.1656 -5.1526
H -1.5539 -1.2382 -4.1886
Sn -0.0104 0.0645 0.3772
C 1.7748 -1.0022 -0.5546
C 2.1716 -0.9916 -1.8459
H 2.3252 -1.5107 0.2449
C 1.3255 -0.4193 -2.9678
O 1.1235 -1.4170 -3.9785
H 0.4309 -1.1750 -4.6159
C 0.0545 0.1142 -2.5442
H 1.8004 0.4444 -3.4628
C -0.7062 0.2145 -1.5098
Cl -2.1515 1.5821 0.6823
P -1.4676 -2.2199 0.0319
P 1.0492 2.4360 0.3648
C -2.7466 -2.3655 1.3056
H -3.0888 -1.3552 1.5726
H -2.3411 -2.8382 2.2103
H -3.5851 -2.9612 0.9169
C -2.3391 -2.5911 -1.5213
H -1.6478 -2.9909 -2.2758
H -2.7919 -1.6712 -1.9130
H -3.1318 -3.3309 -1.3338
C -0.2773 -3.5780 0.2568
H 0.3880 -3.3714 1.1061
H 0.3365 -3.6769 -0.6487
H -0.8117 -4.5204 0.4350
C 0.6057 3.1471 1.9781
H 1.1931 2.6971 2.7899
H -0.4648 2.9714 2.1613
H 0.7988 4.2283 1.9226
C 2.8520 2.3300 0.2542
H 3.1357 2.1212 -0.7881
H 3.2270 1.5183 0.8950
H 3.2841 3.2936 0.5606
C 0.5363 3.6701 -0.8665
H -0.5499 3.6095 -1.0158
H 1.0486 3.4970 -1.8240
H 0.7989 4.6692 -0.4839
P 3.7499 -1.7219 -2.3301
C 4.6892 -1.9460 -0.8386
C 4.5621 -0.5879 -3.4476
H 4.1237 -2.4702 -0.0610
H 5.0439 -0.9835 -0.4499
H 5.5432 -2.5590 -1.1617
H 3.9458 -0.3779 -4.3332
H 5.4824 -1.1257 -3.7297
H 4.8154 0.3469 -2.9253
C 3.3991 -3.2899 -3.1077
H 3.0888 -4.0109 -2.3362
H 4.3641 -3.5688 -3.5682
H 2.6025 -3.1571 -3.8538
H -1.7171 0.7190 -1.4401
O -1.8752 -0.0247 3.2607
C -0.6753 -0.1788 3.4436
C 0.0110 -0.3425 4.7792
C 1.4345 -0.7170 4.4480
C 1.5811 -0.5010 2.9533
O 2.6227 -0.4947 2.3055
N 0.3117 -0.2659 2.4592
H -0.0570 0.6020 5.3259
H -0.5286 -1.0949 5.3575
H 2.1796 -0.1170 4.9742
H 1.6296 -1.7729 4.6660